105
Properties=species:S:1:pos:R:3:lowdin_charge:R:1 method="wB97M-V/def2-TZVPD" largest_force_ha_per_bohr=0.00751 homo_lumo_gap_ha=0.26874 homo_ev=-7.0
Pd 0.25531 0.70692 -0.91982 0.32
S 2.55493 -0.74804 2.45500 0.33
P 0.66231 -1.15817 2.11578 0.38
C 0.02110 -0.81762 0.53342 -0.66
P -1.55225 -1.29561 0.07795 0.47
S -1.82274 -0.23135 -1.64029 0.38
C -2.97959 -0.91697 1.15946 -0.34
C -3.48137 -1.85169 2.06083 -0.10
C -4.46972 -1.50096 2.96936 -0.07
C -4.97744 -0.21074 2.97954 -0.08
C -4.50670 0.72047 2.06404 -0.09
C -3.51608 0.36921 1.16127 -0.12
C -1.78825 -3.04497 -0.35365 -0.34
C -3.06287 -3.59097 -0.49733 -0.09
C -3.21574 -4.89591 -0.93905 -0.08
C -2.09731 -5.66145 -1.24359 -0.08
C -0.82833 -5.11545 -1.11928 -0.08
C -0.67500 -3.80801 -0.68305 -0.09
C -0.31540 -0.36607 3.43932 -0.34
C -0.18611 -0.76613 4.76781 -0.10
C -0.87824 -0.10493 5.76991 -0.08
C -1.69904 0.97196 5.45640 -0.09
C -1.82106 1.38385 4.13788 -0.09
C -1.13267 0.71524 3.13543 -0.11
C 0.42271 -2.95377 2.41472 -0.34
C 1.37658 -3.81853 1.87739 -0.13
C 1.22414 -5.19022 1.98429 -0.09
C 0.12054 -5.72197 2.64238 -0.09
C -0.81107 -4.87156 3.21360 -0.08
C -0.65251 -3.49389 3.10801 -0.10
H -3.11759 -2.86923 2.03718 0.09
H -4.84492 -2.23880 3.66711 0.11
H -5.74667 0.06444 3.68984 0.10
H -4.91421 1.72382 2.05240 0.10
H -3.15331 1.09295 0.44284 0.06
H -3.93828 -2.99633 -0.26598 0.11
H -4.20758 -5.31630 -1.04609 0.10
H -2.21743 -6.68296 -1.58191 0.10
H 0.04521 -5.70943 -1.35684 0.10
H 0.30783 -3.36411 -0.59004 0.09
H 0.47167 -1.58898 5.02139 0.11
H -0.77314 -0.42599 6.79871 0.10
H -2.24128 1.48780 6.23909 0.10
H -2.46097 2.22144 3.88724 0.10
H -1.23386 1.02280 2.10100 0.07
H 2.24434 -3.39598 1.38400 0.08
H 1.97171 -5.84951 1.56001 0.10
H 0.00015 -6.79486 2.72524 0.10
H -1.65848 -5.27565 3.75384 0.10
H -1.35899 -2.83774 3.59663 0.09
C 2.78742 2.77758 -2.83446 -0.28
C 1.39462 3.30847 -3.15294 -0.33
P 0.06794 2.11684 -2.73502 0.92
C -0.02312 1.11505 -4.25749 -0.36
C -0.50235 1.59681 -5.47493 -0.08
C -0.48910 0.79489 -6.60455 -0.08
C 0.01385 -0.49800 -6.53599 -0.08
C 0.49479 -0.98649 -5.33221 -0.07
C 0.46961 -0.18680 -4.19797 -0.13
C -1.36331 3.24973 -2.65151 -0.34
C -1.61366 4.22636 -3.61711 -0.10
C -2.66217 5.11981 -3.46668 -0.08
C -3.46798 5.06485 -2.33733 -0.08
C -3.21237 4.11855 -1.35786 -0.07
C -2.16825 3.21783 -1.51548 -0.12
C 3.05364 2.82233 -1.33321 -0.32
P 2.37362 1.43158 -0.32393 0.96
C 2.49261 2.25045 1.29525 -0.42
C 3.66047 2.37165 2.04109 -0.12
C 3.66036 3.10337 3.21633 -0.08
C 2.49808 3.72305 3.65802 -0.08
C 1.33399 3.61059 2.91607 -0.08
C 1.33370 2.88034 1.73529 -0.12
C 3.65901 0.18494 -0.64893 -0.37
C 3.24942 -1.09611 -1.01186 -0.13
C 4.18315 -2.06653 -1.33947 -0.07
C 5.53782 -1.77282 -1.29602 -0.08
C 5.95452 -0.49661 -0.94579 -0.08
C 5.01996 0.48184 -0.64244 -0.10
H 3.52503 3.40221 -3.34271 0.11
H 2.92421 1.76338 -3.22573 0.11
H 1.29847 3.57395 -4.20780 0.09
H 1.20603 4.21403 -2.57084 0.09
H -0.90972 2.59526 -5.55499 0.08
H -0.87637 1.17939 -7.53925 0.10
H 0.02178 -1.12381 -7.41906 0.10
H 0.87952 -1.99583 -5.26622 0.11
H 0.81578 -0.58359 -3.25079 0.07
H -0.98124 4.31847 -4.49039 0.09
H -2.84412 5.86560 -4.22965 0.10
H -4.28621 5.76355 -2.22013 0.10
H -3.82715 4.07535 -0.46784 0.10
H -1.97657 2.47341 -0.75419 0.04
H 2.66843 3.75304 -0.91104 0.09
H 4.12865 2.81879 -1.14247 0.07
H 4.55860 1.85110 1.73950 0.09
H 4.56776 3.17191 3.80238 0.10
H 2.50003 4.28186 4.58492 0.10
H 0.41976 4.07695 3.26071 0.10
H 0.41688 2.77451 1.16388 0.08
H 2.19303 -1.33823 -0.98493 0.06
H 3.84911 -3.05996 -1.61221 0.10
H 6.26874 -2.53345 -1.53897 0.10
H 7.00988 -0.25787 -0.91675 0.10
H 5.37112 1.47643 -0.39772 0.09

***

111
Properties=species:S:1:pos:R:3:lowdin_charge:R:1 method="wB97M-V/def2-TZVPD" total_charge=+1 largest_force_ha_per_bohr=0.19318 homo_lumo_gap_ha=0.23775 homo_ev=-10.9
C 0.23999 -0.57480 -0.18585 0.12
C -0.77755 0.42227 -0.28399 -0.01
C -1.54323 1.80287 -0.83591 -0.52
P -2.23159 2.78317 0.64982 0.94
C -3.62768 1.80960 1.57274 -0.29
C -0.88125 3.01636 2.03205 -0.38
C -0.61658 1.66021 2.91545 -0.18
N -2.47146 1.24184 -1.88856 -0.08
C -3.93289 0.85884 -1.87913 -0.16
O -4.31013 -0.15731 -0.88472 -0.24
C -5.81018 -0.14695 -0.92974 -0.09
C -1.83162 1.09098 -3.12530 0.11
C -0.25917 1.61733 -2.92394 -0.21
C 0.09495 2.17143 -4.45324 -0.08
C -0.60898 2.78296 -1.81793 -0.55
S -1.94322 4.02679 -2.38763 0.77
C 0.60003 3.65228 -1.13232 -0.20
N 1.10035 4.62250 -2.22334 -0.18
C 2.57724 4.90918 -2.06864 -0.13
H 0.99245 -1.49830 -0.11553 0.09
H -3.53657 2.08422 2.73079 0.07
H -3.32585 0.65731 1.51627 0.05
H -4.69865 2.00326 1.13703 0.05
H 0.15333 3.36111 1.60800 0.07
H -1.26161 3.86846 2.76129 0.11
H -1.58661 1.18566 3.39156 0.07
H 0.05280 0.85264 2.34528 0.07
H 0.05523 1.99820 3.84293 0.08
H -4.16135 0.37443 -2.94620 0.16
H -4.55660 1.84797 -1.83983 0.16
H -6.20875 -0.49173 -1.99689 0.11
H -6.24240 0.95577 -0.78308 0.11
H -6.29025 -0.78663 -0.06091 0.11
H -2.34200 0.67476 -4.12101 0.20
H 0.56546 0.81874 -2.69646 0.16
H 0.99562 2.94333 -4.38218 0.09
H 0.34757 1.22854 -5.10464 0.10
H -0.89319 2.70281 -4.85850 0.08
H -1.55373 4.60169 -3.61480 -0.11
H 0.08366 4.36353 -0.32520 0.12
H 1.45689 2.98901 -0.68601 0.14
H 0.52297 5.51407 -2.15627 0.11
H 2.68169 6.03679 -1.75427 0.10
H 3.06372 4.83052 -3.15512 0.09
H 3.15969 4.17012 -1.37351 0.10
C 4.13458 -1.35153 1.21304 -0.16
O 3.56664 -0.24260 0.54061 -0.15
H 5.20891 -1.37441 1.01596 0.08
H 3.96549 -1.25257 2.28809 0.08
H 3.67901 -2.27424 0.84520 0.07
H 2.61373 -0.24846 0.73395 0.02
C 0.16827 5.44010 -6.18043 -0.15
O 1.36440 4.93755 -5.61371 -0.15
H 0.17266 5.24028 -7.25449 0.09
H -0.69008 4.94218 -5.72280 0.04
H 0.10951 6.51838 -6.01274 0.08
H 1.33191 5.12929 -4.66101 0.03
C -3.96087 -2.71868 0.97303 -0.16
O -4.19720 -2.38678 2.32892 -0.12
H -3.26093 -3.55635 0.92909 0.07
H -4.90181 -3.00752 0.49835 0.08
H -3.52891 -1.85809 0.45626 0.05
H -4.82124 -1.64114 2.33611 0.07
C -1.13409 1.64933 6.51894 -0.17
O -1.70203 2.75826 5.84651 -0.15
H -0.05976 1.62645 6.32186 0.08
H -1.30318 1.74829 7.59399 0.08
H -1.58966 0.72662 6.15110 0.08
H -2.65494 2.75241 6.03985 0.09
C -0.32160 -4.54307 -0.35563 -0.16
O -0.55792 -4.21118 1.00026 -0.13
H 0.37835 -5.38074 -0.39957 0.09
H -1.26253 -4.83191 -0.83031 0.08
H 0.11037 -3.68249 -0.87239 0.05
H -1.18196 -3.46554 1.00745 0.05
C 5.16545 -4.86011 -0.53653 -0.15
O 5.90124 -3.88743 0.18247 -0.15
H 4.18705 -4.44736 -0.79326 0.07
H 5.70106 -5.11946 -1.45303 0.07
H 5.03191 -5.74957 0.08418 0.08
H 6.76386 -4.28194 0.39627 0.05
C 8.88912 -4.48104 -1.91369 -0.14
O 8.51637 -5.27405 -0.80165 -0.15
H 8.38628 -3.51360 -1.84468 0.08
H 9.97112 -4.32824 -1.90707 0.09
H 8.58677 -4.98148 -2.83694 0.08
H 8.97762 -6.12543 -0.89026 0.11
C -9.50958 -1.15571 -0.62686 -0.15
O -8.99338 -0.28340 -1.61533 -0.14
H -9.70467 -0.58481 0.28394 0.06
H -10.44238 -1.59988 -0.98281 0.09
H -8.77851 -1.93948 -0.41358 0.08
H -8.83020 -0.81778 -2.41111 0.09
C -9.66550 1.54715 2.33362 -0.17
O -9.14931 2.41946 1.34515 -0.13
H -9.86060 2.11805 3.24442 0.08
H -10.59830 1.10297 1.97767 0.08
H -8.93443 0.76338 2.54690 0.07
H -8.98613 1.88508 0.54937 0.06
C 9.49329 -2.63851 1.32769 -0.15
O 9.06644 -3.92523 1.73583 -0.14
H 9.32574 -1.93285 2.14471 0.08
H 10.55862 -2.66667 1.08604 0.08
H 8.91866 -2.32337 0.45319 0.07
H 9.22736 -4.52935 0.99111 0.05
C 6.51177 -3.21002 4.35014 -0.16
O 7.02796 -2.33772 3.36167 -0.14
H 6.31667 -2.63913 5.26094 0.08
H 5.57897 -3.65420 3.99419 0.07
H 7.24284 -3.99380 4.56341 0.08
H 7.19115 -2.87210 2.56589 0.04

***

12
Properties=species:S:1:pos:R:3:lowdin_charge:R:1 method="wB97M-V/def2-TZVPD" total_charge=+1 s_squared=0.754 largest_force_ha_per_bohr=0.01067 homo_lumo_gap_ha="0.35305 / 0.23012" relative_energy_ev=0.450 spin_multiplicity=2 homo_ev="-15.1 / -15.1"
S 2.48936 -0.52602 0.32554 0.59
S 2.63367 1.00138 1.60597 0.60
H 3.10770 0.04697 -0.73179 -0.08
H 2.36526 0.17294 2.63683 -0.10
C -1.42807 0.65843 -0.64530 -0.16
C -1.21402 -0.84007 -0.36515 -0.17
H -1.24319 1.19244 0.28893 0.06
H -2.46103 0.88572 -0.89276 0.07
H -0.79105 1.04256 -1.44508 0.06
H -1.49546 -1.01865 0.66967 0.06
H -1.80686 -1.50053 -0.99031 0.07
H -0.15631 -1.11517 -0.45654 0.00